# 1
{
  "formula": "C5H9NO",
  "method": "the ωB97M-V functional and the def2-TZVPD basis",
  "symbols": ["C", "C", "N", "C", "C", "C", "O", "H", "H", "H", "H", "H", "H", "H", "H", "H"],
  "coordinates": [[-1.4362, 0.0262, 1.0968], [-1.1706, 0.0200, -0.3872], [-0.8123, 1.2870, -1.0223], [0.1752, 0.2037, -0.9812], [1.4177, 0.4834, -0.1653], [2.1386, -0.5894, 0.5937], [1.4978, -1.7377, 0.4611], [-0.7851, 0.7373, 1.6128], [-2.4725, 0.3155, 1.3029], [-1.2665, -0.9719, 1.5157], [-1.8327, -0.6370, -0.9536], [-1.2329, 1.3727, -1.9430], [0.3525, -0.3425, -1.9086], [1.2105, 1.2561, 0.5878], [2.1977, 0.9436, -0.7900], [2.0189, -2.3670, 0.9803]],
  "nbo_charge": [-0.62, -0.07, -0.60, -0.09, -0.60, 0.25, -0.66, 0.21, 0.21, 0.21, 0.19, 0.35, 0.20, 0.26, 0.25, 0.50],
  "homo_lumo_gap_ev": 9.28,
  "total_energy_ha": -325.78542,
  "max_force_ev_per_a": 0.43,
  "homo_ha": -0.311,
  "lumo_ha": 0.0298,
  "molar_mass_g_mol": 99.1,
  "e_above_lowest_kcal_mol": 95.5
}

# 2
{
  "formula": "C14H12N3OS4W",
  "method": "the ωB97M-V functional and the def2-TZVPD basis",
  "symbols": ["W", "C", "C", "N", "N", "C", "O", "C", "C", "C", "C", "C", "C", "C", "C", "C", "C", "C", "N", "H", "H", "H", "H", "H", "H", "H", "H", "H", "H", "H", "H", "S", "S", "S", "S"],
  "coordinates": [[0.6974, 1.6070, 0.3442], [1.2163, -2.3398, -1.5921], [1.3541, -0.9681, -1.0978], [0.4422, -0.3657, -0.3545], [-0.6925, -1.0151, -0.0220], [-1.4671, -0.2486, 0.6926], [-0.9411, 0.9913, 0.9274], [-2.7379, -0.6186, 1.2126], [-3.4683, 0.3053, 1.9882], [-4.6980, -0.0470, 2.4936], [-5.2184, -1.3149, 2.2334], [-4.4975, -2.2364, 1.4718], [-3.2667, -1.8994, 0.9588], [2.4920, -0.1018, -1.3681], [3.6006, -0.4762, -2.0960], [4.6284, 0.4441, -2.3004], [4.4989, 1.7256, -1.7803], [3.3584, 2.0498, -1.0730], [2.3699, 1.1547, -0.8356], [0.2777, -2.7791, -1.2700], [2.0456, -2.9643, -1.2397], [1.2699, -2.3652, -2.6867], [-3.0667, 1.2919, 2.1814], [-5.2602, 0.6526, 3.0963], [-6.1928, -1.5825, 2.6198], [-4.9094, -3.2186, 1.2866], [-2.7093, -2.6024, 0.3550], [3.6613, -1.4769, -2.5034], [5.5073, 0.1684, -2.8708], [5.2644, 2.4740, -1.9351], [3.2239, 3.0543, -0.7006], [0.0137, 3.3728, -1.1161], [-0.2419, 3.9013, 0.8828], [1.7555, 3.6628, 1.6093], [1.6904, 1.7646, 2.4883]],
  "nbo_charge": [1.36, -0.72, 0.45, -0.38, -0.29, 0.55, -0.56, -0.13, -0.15, -0.20, -0.07, -0.19, -0.13, 0.13, -0.14, -0.03, -0.19, 0.12, -0.55, 0.30, 0.30, 0.30, 0.22, 0.26, 0.26, 0.26, 0.24, 0.28, 0.29, 0.29, 0.24, 0.08, 0.35, 0.27, 0.17],
  "charge": 3,
  "homo_lumo_gap_ev": 3.91,
  "total_energy_ha": -2439.00128,
  "max_force_ev_per_a": 1.82,
  "homo_ha": -0.642,
  "lumo_ha": -0.4979,
  "molar_mass_g_mol": 550.4
}

# 3
{
  "formula": "C17H18N2OS",
  "method": "the ωB97M-V functional and the def2-TZVPD basis",
  "symbols": ["C", "N", "C", "C", "C", "C", "C", "S", "C", "O", "C", "C", "C", "C", "N", "C", "C", "C", "C", "C", "C", "H", "H", "H", "H", "H", "H", "H", "H", "H", "H", "H", "H", "H", "H", "H", "H", "H", "H"],
  "coordinates": [[-1.1504, -1.7195, -2.0075], [-0.6925, -1.9939, -0.6646], [0.7041, -2.3396, -0.4894], [1.6409, -1.1714, -0.5563], [1.6531, -0.0925, -1.3845], [2.7642, 0.7561, -1.1762], [3.5847, 0.3105, -0.1945], [3.0072, -1.1461, 0.5087], [-1.5004, -2.0338, 0.4266], [-1.0744, -2.3430, 1.5239], [-2.9596, -1.6640, 0.2415], [-3.2094, -0.2736, 0.8532], [-2.4012, 0.7941, 0.1927], [-2.7530, 1.5475, -0.8889], [-1.7541, 2.4366, -1.1932], [-0.7394, 2.2854, -0.2909], [0.4581, 2.9756, -0.1566], [1.2946, 2.6025, 0.8725], [0.9582, 1.5603, 1.7408], [-0.2268, 0.8727, 1.6139], [-1.1020, 1.2409, 0.5920], [-1.5692, -0.7142, -2.0863], [-1.9029, -2.4474, -2.3254], [-0.3039, -1.7984, -2.6854], [0.9848, -3.0828, -1.2488], [0.7915, -2.8044, 0.4970], [0.8971, 0.1150, -2.1189], [2.9394, 1.6538, -1.7411], [4.4939, 0.7468, 0.1677], [-3.5484, -2.3966, 0.7972], [-3.2734, -1.6747, -0.7987], [-2.9487, -0.3133, 1.9119], [-4.2728, -0.0387, 0.7651], [-3.6561, 1.5222, -1.4702], [-1.7950, 3.1344, -1.9158], [0.7184, 3.7779, -0.8322], [2.2316, 3.1217, 1.0116], [1.6491, 1.2930, 2.5268], [-0.4713, 0.0608, 2.2811]],
  "nbo_charge": [-0.42, -0.44, -0.26, -0.19, -0.27, -0.24, -0.42, 0.44, 0.70, -0.65, -0.48, -0.40, -0.10, -0.04, -0.55, 0.20, -0.27, -0.20, -0.24, -0.18, -0.12, 0.21, 0.20, 0.21, 0.20, 0.26, 0.22, 0.22, 0.23, 0.23, 0.21, 0.23, 0.22, 0.21, 0.41, 0.21, 0.21, 0.21, 0.23],
  "homo_lumo_gap_ev": 8.37,
  "total_energy_ha": -1241.56465,
  "max_force_ev_per_a": 0.57,
  "homo_ha": -0.283,
  "lumo_ha": 0.0242,
  "smiles": "CN(Cc1cccs1)C(=O)CCc1c[nH]c2ccccc12",
  "molar_mass_g_mol": 298.4,
  "e_above_lowest_kcal_mol": 19.4
}

# 4
{
  "formula": "C20H29N3O4S",
  "method": "the ωB97M-V functional and the def2-TZVPD basis",
  "symbols": ["C", "S", "C", "C", "C", "N", "C", "O", "N", "C", "C", "C", "C", "C", "C", "O", "N", "C", "C", "C", "C", "C", "C", "O", "C", "O", "C", "C", "H", "H", "H", "H", "H", "H", "H", "H", "H", "H", "H", "H", "H", "H", "H", "H", "H", "H", "H", "H", "H", "H", "H", "H", "H", "H", "H", "H", "H"],
  "coordinates": [[6.0693, -2.8513, -4.4406], [5.4892, -3.3214, -2.7875], [4.2367, -2.0093, -2.5696], [3.4495, -2.2412, -1.2925], [2.3554, -1.1796, -1.0984], [1.6645, -1.4275, 0.1607], [1.3511, -1.2796, -2.2522], [1.4960, -0.6862, -3.3036], [0.3458, -2.1309, -1.9861], [-0.8539, -2.2079, -2.7784], [-1.9841, -1.3273, -2.2169], [-2.3686, -1.7568, -0.7999], [-3.4877, -0.8806, -0.2486], [-3.1050, 0.6073, -0.2492], [-2.0077, 0.8927, 0.7700], [-0.8943, 0.4096, 0.7198], [-2.4068, 1.7491, 1.7528], [-1.6924, 2.2353, 2.8551], [-0.3844, 1.8603, 3.1340], [0.2926, 2.3628, 4.2420], [-0.3775, 3.2436, 5.0533], [-1.6926, 3.6225, 4.7772], [-2.3712, 3.1366, 3.6907], [-2.1251, 4.5011, 5.7324], [-1.0409, 4.6666, 6.6232], [0.0464, 3.8787, 6.1922], [-2.6752, 1.0306, -1.6618], [-1.5664, 0.1427, -2.2116], [5.2400, -2.9015, -5.1410], [6.8404, -3.5606, -4.7215], [6.4802, -1.8458, -4.4081], [4.7597, -1.0519, -2.5365], [3.5820, -2.0289, -3.4405], [4.1299, -2.2154, -0.4372], [2.9845, -3.2286, -1.3182], [2.8207, -0.1803, -1.1603], [2.3248, -1.4206, 0.9306], [0.9747, -0.7022, 0.3396], [0.3244, -2.4827, -1.0376], [-1.1816, -3.2509, -2.8239], [-0.5917, -1.8693, -3.7839], [-2.8539, -1.4486, -2.8737], [-1.5027, -1.6653, -0.1448], [-2.6925, -2.8002, -0.8000], [-3.7375, -1.1946, 0.7681], [-4.3820, -0.9993, -0.8662], [-3.9951, 1.1864, 0.0238], [-3.3513, 2.1041, 1.6964], [0.1132, 1.1671, 2.4791], [1.3064, 2.0700, 4.4549], [-3.3866, 3.4390, 3.4912], [-1.3460, 4.3543, 7.6349], [-0.7432, 5.7272, 6.6462], [-2.3422, 2.0710, -1.6470], [-3.5502, 0.9674, -2.3142], [-0.6774, 0.2611, -1.5930], [-1.3097, 0.4594, -3.2237]],
  "nbo_charge": [-0.73, 0.16, -0.52, -0.41, -0.14, -0.86, 0.68, -0.65, -0.64, -0.22, -0.22, -0.42, -0.37, -0.29, 0.70, -0.66, -0.59, 0.15, -0.25, -0.24, 0.20, 0.31, -0.31, -0.49, 0.24, -0.48, -0.39, -0.41, 0.21, 0.23, 0.21, 0.21, 0.23, 0.21, 0.22, 0.19, 0.37, 0.39, 0.42, 0.20, 0.23, 0.20, 0.22, 0.21, 0.21, 0.20, 0.20, 0.40, 0.25, 0.23, 0.22, 0.16, 0.16, 0.21, 0.20, 0.22, 0.22],
  "homo_lumo_gap_ev": 8.54,
  "total_energy_ha": -1642.97139,
  "max_force_ev_per_a": 1.28,
  "homo_ha": -0.295,
  "lumo_ha": 0.0188,
  "smiles": "CSCC[C@H](N)C(=O)NC[C@H]1CC[C@@H](C(=O)Nc2ccc3c(c2)OCO3)CC1",
  "molar_mass_g_mol": 407.5,
  "e_above_lowest_kcal_mol": 25.6
}

# 5
{
  "formula": "C3H4O2",
  "method": "the ωB97M-V functional and the def2-TZVPD basis",
  "symbols": ["C", "C", "C", "O", "O", "H", "H", "H", "H"],
  "coordinates": [[0.9253, 0.2109, -0.6800], [0.7797, 0.3232, 0.8431], [-0.1221, -0.4875, 0.0411], [0.8335, 1.4474, 0.0386], [-2.6537, 0.1751, -0.0731], [1.8488, -0.1722, -1.1459], [1.2277, 0.1376, 1.9059], [-0.2403, -1.4958, -0.0043], [-2.5989, -0.1386, -0.9254]],
  "nbo_charge": [0.08, 0.09, 0.03, -0.40, -0.92, 0.24, 0.26, 0.22, 0.41],
  "homo_lumo_gap_ev": [7.20, 7.17],
  "total_energy_ha": -266.89222,
  "max_force_ev_per_a": 4.00,
  "homo_ha": [-0.306, -0.305],
  "lumo_ha": [-0.0413, -0.0414],
  "molar_mass_g_mol": 72.1,
  "e_above_lowest_kcal_mol": 188.6
}

# 6
{
  "formula": "C5H14NO",
  "method": "the ωB97M-V functional and the def2-TZVPD basis",
  "symbols": ["O", "C", "C", "C", "H", "H", "H", "H", "H", "H", "C", "N", "C", "H", "H", "H", "H", "H", "H", "H", "H"],
  "coordinates": [[0.1607, -1.4386, 1.5759], [-0.4066, -1.8158, 0.5654], [-1.8733, -1.6455, 0.2986], [-2.0796, -0.4828, -0.6836], [0.1701, -2.3122, -0.2507], [-2.3580, -1.5253, 1.2715], [-2.2298, -2.5836, -0.1294], [-1.7656, 0.4302, -0.1739], [-3.1467, -0.3579, -0.8962], [-1.5839, -0.6242, -1.6405], [0.7724, 2.0845, 0.5877], [1.5204, 0.8061, 0.4825], [1.8210, 0.3997, -0.9460], [0.3985, 2.2039, 1.6010], [1.4704, 2.9110, 0.4505], [0.0219, 2.1283, -0.1921], [1.0278, -0.0268, 0.8837], [2.4127, 0.8432, 0.9730], [0.8787, 0.2730, -1.4682], [2.4355, -0.4942, -0.8904], [2.3531, 1.2270, -1.4188]],
  "nbo_charge": [-0.58, 0.48, -0.52, -0.61, 0.12, 0.24, 0.24, 0.19, 0.25, 0.21, -0.43, -0.52, -0.42, 0.25, 0.24, 0.23, 0.47, 0.43, 0.23, 0.24, 0.24],
  "charge": 1,
  "homo_lumo_gap_ev": 11.06,
  "total_energy_ha": -328.64017,
  "max_force_ev_per_a": 1.29,
  "homo_ha": -0.518,
  "lumo_ha": -0.1114,
  "molar_mass_g_mol": 104.2,
  "e_above_lowest_kcal_mol": 28.9
}

# 7
{
  "formula": "C26H46F18N3O14",
  "method": "the ωB97M-V functional and the def2-TZVPD basis",
  "symbols": ["N", "H", "H", "H", "H", "N", "H", "H", "H", "H", "N", "H", "H", "H", "H", "O", "C", "C", "O", "H", "H", "H", "H", "C", "C", "O", "C", "O", "C", "F", "F", "F", "H", "H", "H", "H", "H", "C", "C", "O", "C", "O", "C", "F", "F", "F", "H", "H", "H", "H", "H", "C", "C", "O", "C", "O", "C", "F", "F", "F", "H", "H", "H", "H", "H", "C", "C", "O", "C", "O", "C", "F", "F", "F", "H", "H", "H", "H", "H", "C", "C", "O", "C", "O", "C", "F", "F", "F", "H", "H", "H", "H", "H", "C", "C", "O", "C", "O", "C", "F", "F", "F", "H", "H", "H", "H", "H"],
  "coordinates": [[13.2439, 2.7273, 25.7222], [13.6353, 2.0364, 25.0980], [12.5500, 3.1205, 25.1026], [13.9329, 3.4219, 25.9730], [12.7744, 2.1965, 26.4419], [14.9783, -1.0509, 24.3145], [14.4610, -1.8220, 23.9171], [14.6356, -0.1943, 23.9036], [15.9659, -1.1718, 24.1408], [14.7298, -1.2427, 25.2745], [11.2996, 0.2807, 23.5574], [12.2920, 0.2459, 23.3730], [10.7332, -0.1155, 22.8209], [11.1420, 1.2781, 23.5406], [11.1716, -0.2177, 24.4265], [13.9973, 1.2668, 23.3573], [13.8330, 2.3011, 22.4167], [12.4912, 3.2394, 22.4587], [11.5226, 3.1190, 23.4861], [14.0578, 1.8247, 21.4625], [14.6595, 3.0095, 22.4735], [11.9806, 3.0035, 21.5250], [12.8051, 4.2664, 22.2718], [10.1879, 0.3856, 17.4912], [10.5172, 1.1947, 18.7856], [11.8137, 0.8060, 19.1444], [12.0847, -0.2133, 20.0279], [11.2340, -0.6553, 20.8050], [13.5339, -0.7346, 20.1396], [13.9482, -0.7909, 21.3615], [13.5066, -1.9896, 19.5608], [14.3866, 0.0504, 19.4911], [9.8441, -0.6157, 17.7505], [11.0495, 0.2605, 16.8353], [9.4503, 0.8466, 16.8342], [9.7643, 0.9776, 19.5433], [10.4395, 2.2445, 18.5027], [17.9426, 2.1027, 25.2983], [17.1611, 3.3788, 25.2942], [17.3843, 4.0558, 26.5689], [16.5981, 3.7062, 27.6714], [15.6787, 2.8703, 27.6634], [17.0238, 4.4201, 29.0062], [17.2470, 3.5059, 29.9488], [18.1437, 5.1352, 28.7835], [16.0694, 5.1765, 29.4827], [17.8098, 1.6078, 24.3362], [17.4965, 1.3947, 25.9967], [18.9671, 2.3507, 25.5755], [16.1479, 3.1110, 24.9944], [17.5418, 3.9231, 24.4299], [17.2567, 1.9087, 20.1990], [17.0770, 0.7135, 21.1677], [18.4244, 0.4797, 21.6068], [18.6713, -0.2601, 22.7026], [17.7848, -0.8589, 23.3349], [20.1485, -0.2701, 23.1770], [20.8081, 0.7397, 22.5533], [20.2308, -0.2050, 24.4871], [20.5862, -1.4453, 22.7980], [17.9980, 1.7976, 19.4078], [17.4465, 2.8242, 20.7593], [16.3444, 2.2284, 19.6954], [16.7382, -0.1602, 20.6109], [16.3291, 0.9266, 21.9316], [11.5117, 6.8250, 20.2481], [12.5671, 7.3262, 21.1568], [13.7499, 6.5838, 21.0017], [14.8643, 6.9198, 21.7361], [14.8326, 7.8216, 22.5539], [15.9152, 5.8752, 21.5003], [15.6175, 4.9957, 20.5828], [17.0529, 6.4547, 21.1455], [16.1865, 5.2567, 22.6644], [10.5228, 7.1824, 20.5350], [11.5225, 5.7436, 20.1115], [11.7819, 7.1881, 19.2565], [12.2589, 7.1921, 22.1937], [12.6971, 8.3999, 21.0208], [10.1247, 6.8674, 24.8588], [11.4510, 6.2211, 25.3450], [12.3672, 7.2388, 25.7482], [13.6317, 6.9746, 25.9955], [14.2055, 5.8682, 25.8507], [14.4577, 8.2136, 26.4104], [14.8171, 8.0194, 27.7198], [15.5818, 8.2312, 25.7285], [13.8893, 9.3680, 26.2729], [9.8302, 7.6462, 25.5622], [9.2973, 6.2056, 24.6029], [10.3266, 7.4374, 23.9519], [11.9242, 5.8074, 24.4545], [11.3950, 5.4380, 26.1011], [13.2760, 3.8184, 18.4853], [13.7169, 4.1402, 17.0275], [12.6744, 4.5708, 16.2037], [11.8849, 3.5727, 15.5742], [12.1797, 2.3486, 15.6314], [10.7696, 4.0911, 14.6648], [9.6410, 3.4827, 14.9870], [10.6407, 5.4085, 14.8565], [11.0399, 3.8242, 13.3691], [12.2167, 3.5695, 18.4216], [13.3508, 4.7305, 19.0773], [13.8898, 3.0086, 18.8800], [14.2213, 3.3226, 16.5125], [14.4546, 4.9326, 17.1540]],
  "lowdin_spin": [0.02, 0.00, 0.01, 0.00, 0.00, 0.00, 0.00, 0.00, 0.00, 0.00, 0.00, 0.00, 0.00, 0.00, 0.00, 0.06, 0.07, 0.10, 0.67, 0.00, 0.02, 0.06, 0.00, 0.00, 0.00, 0.00, 0.00, 0.00, 0.00, 0.00, 0.00, 0.00, 0.00, 0.00, 0.00, 0.00, 0.00, 0.00, 0.00, 0.00, 0.00, 0.00, 0.00, 0.00, 0.00, 0.00, 0.00, 0.00, 0.00, 0.00, 0.00, 0.00, 0.00, 0.00, 0.00, 0.00, 0.00, 0.00, 0.00, 0.00, 0.00, 0.00, 0.00, 0.00, 0.00, 0.00, 0.00, 0.00, 0.00, 0.00, 0.00, 0.00, 0.00, 0.00, 0.00, 0.00, 0.00, 0.00, 0.00, 0.00, 0.00, 0.00, 0.00, 0.00, 0.00, 0.00, 0.00, 0.00, 0.00, 0.00, 0.00, 0.00, 0.00, 0.00, 0.00, 0.00, 0.00, 0.00, 0.00, 0.00, 0.00, 0.00, 0.00, 0.00, 0.00, 0.00, 0.00],
  "charge": 2,
  "multiplicity": 2,
  "homo_lumo_gap_ev": [8.95, 6.13],
  "total_energy_ha": -4032.88525,
  "max_force_ev_per_a": 5.60,
  "homo_ha": [-0.555, -0.555],
  "s2": 0.76,
  "lumo_ha": [-0.2262, -0.3296],
  "molar_mass_g_mol": 966.6
}

# 8
{
  "formula": "C2H14O4S",
  "method": "the ωB97M-V functional and the def2-TZVPD basis",
  "symbols": ["C", "S", "C", "H", "H", "H", "H", "H", "H", "O", "H", "H", "O", "H", "H", "O", "H", "H", "O", "H", "H"],
  "coordinates": [[0.6186, 2.0221, 0.2183], [1.9215, 2.4027, -1.0383], [0.9994, 2.1753, -2.5421], [0.6805, 1.0361, 0.7089], [-0.2583, 1.8270, -0.3659], [0.4579, 2.7218, 1.0418], [0.1496, 1.5034, -2.6121], [0.6351, 3.1066, -2.9927], [1.7141, 1.8267, -3.3069], [-1.1194, -2.5247, 3.4545], [-1.4988, -1.7474, 3.8569], [-0.4118, -2.8584, 4.0019], [-0.5937, -2.2152, 0.8060], [-0.8610, -2.9259, 0.2340], [-0.8411, -2.3141, 1.7453], [-1.5957, 0.2517, 0.1536], [-1.1940, -0.6230, 0.3169], [-1.7232, 0.6943, 0.9840], [1.2839, -1.5952, -1.7504], [1.1541, -1.5372, -0.8025], [0.4820, -1.2268, -2.1113]],
  "nbo_charge": [-0.75, 0.19, -0.77, 0.21, 0.25, 0.21, 0.22, 0.21, 0.23, -0.95, 0.49, 0.49, -1.00, 0.49, 0.51, -0.98, 0.50, 0.46, -0.94, 0.48, 0.46],
  "homo_lumo_gap_ev": 8.10,
  "total_energy_ha": -783.70872,
  "max_force_ev_per_a": 2.11,
  "homo_ha": -0.296,
  "lumo_ha": 0.0014,
  "smiles": "CSC.O.O.O.O",
  "molar_mass_g_mol": 134.2,
  "e_above_lowest_kcal_mol": 28.0
}